Formula: C82H215N17O24
Source: OMol25
Level of theory: wB97M-V/def2-TZVPD

Each atom is followed by the atoms it is bonded to, with distances in Å.
CARTESIAN COORDINATES (ANGSTROEM)
1 H 18.15 -37.42 13.43  C121 1.061
2 H 4.58 -31.50 14.50  C228 1.059
3 H 5.21 -26.31 16.11  C305 1.084
4 N 16.81 -38.68 17.40  C45 1.427, C199 1.452, H226 1.015
5 C 16.32 -32.09 13.15  H153 1.091, H274 1.112, C302 1.561, H329 1.112
6 H 17.21 -33.53 10.80  C200 1.069
7 H 18.00 -35.84 20.87  C312 1.070
8 C 8.25 -34.75 3.68  H41 1.088, C96 1.484, H197 1.127, O316 1.423
9 H 17.92 -37.12 18.92  C196 1.091
10 C 10.92 -32.77 20.21  O17 1.440, H128 1.110, H168 1.117, H284 1.142
11 H 15.96 -34.09 9.66  C200 1.078
12 C 4.72 -32.26 6.99  H52 1.082, H103 1.076, C195 1.509, H290 1.105
13 C 10.27 -28.96 11.24  H67 1.091, H150 1.110, O212 1.448, H249 1.075
14 H 10.30 -34.45 15.98  C20 1.128
15 H 13.74 -27.09 20.30  C141 1.109
16 C 7.89 -35.50 15.03  C75 1.537, H182 1.092, O227 1.414, H313 1.065
17 O 11.28 -32.13 18.97  C10 1.440, C40 1.469
18 H 6.25 -34.66 8.75  C105 1.106
19 H 17.79 -38.71 10.62  C186 1.102
20 C 10.03 -35.54 16.04  H14 1.128, H116 1.095, O227 1.421, H326 1.100
21 H 5.23 -27.34 9.22  C261 1.076
22 O 14.40 -35.19 13.61  C27 1.408, C234 1.376
23 H 3.01 -30.00 8.60  N142 1.020
24 N 9.81 -36.24 12.02  H129 1.010, H253 1.017, C278 1.513
25 H 13.21 -39.30 14.55  C270 1.112
26 N 17.15 -33.39 14.92  H37 1.021, H109 1.006, C302 1.469
27 C 14.09 -36.09 12.57  O22 1.408, H78 1.098, H112 1.103, H301 1.100
28 H 7.36 -36.42 16.95  C75 1.108
29 O 14.09 -35.53 17.68  C94 1.400, C241 1.392
30 N 5.63 -35.58 16.06  C75 1.483, H104 1.040, H122 1.044
31 H 8.81 -36.61 4.42  C96 1.101
32 C 9.25 -32.62 9.74  O166 1.381, H181 1.102, H235 1.082, H299 1.096
33 H 13.14 -30.37 18.83  N308 0.980
34 H 7.26 -24.65 15.55  C108 1.094
35 H 18.67 -31.68 7.07  C268 1.098
36 H 14.57 -39.30 12.53  C173 1.098
37 H 17.78 -33.84 15.59  N26 1.021
38 H 9.96 -36.32 7.16  C82 1.106
39 H 5.48 -36.13 9.23  C105 1.123
40 C 12.46 -32.86 18.48  O17 1.469, H54 1.093, C230 1.493, H297 1.125
41 H 7.34 -35.17 3.25  C8 1.088
42 H 14.18 -34.54 7.53  C185 1.129
43 C 9.29 -32.00 13.92  H134 1.159, H154 1.130, O224 1.425, C277 1.541
44 H 15.12 -27.69 17.44  C300 1.128
45 C 16.44 -39.79 16.58  N4 1.427, H47 1.137, C87 1.480, H246 1.094
46 H 8.95 -29.96 6.27  N163 1.055
47 H 17.23 -40.60 16.50  C45 1.137
48 H 18.13 -39.39 9.01  C186 1.088
49 O 7.59 -36.29 9.06  C105 1.415, C211 1.419
50 H 13.47 -37.43 9.24  C66 1.089
51 C 8.86 -33.91 1.64  H159 1.099, H198 1.131, O316 1.446, H320 1.065
52 H 4.74 -33.34 7.07  C12 1.082
53 H 8.53 -38.57 11.94  C151 1.075
54 H 12.12 -33.73 17.91  C40 1.093
55 H 6.37 -38.36 16.22  C208 1.063
56 H 7.38 -22.13 16.43  C273 1.102
57 H 14.95 -35.88 15.86  C241 1.090
58 O 7.70 -28.18 4.57  C233 1.420, C298 1.391
59 H 15.85 -38.59 6.20  C243 1.122
60 H 17.98 -36.47 7.73  C118 1.105
61 C 7.20 -32.71 13.06  H64 1.116, H89 1.094, H172 1.114, O224 1.394
62 H 10.51 -29.73 18.65  C76 1.110
63 O 17.36 -37.76 20.82  C196 1.377, C312 1.392
64 H 7.12 -31.79 12.43  C61 1.116
65 H 7.28 -27.49 16.39  N184 1.024
66 C 12.55 -37.69 9.76  H50 1.089, H95 1.102, O137 1.460, H210 1.080
67 H 9.93 -29.75 10.57  C13 1.091
68 H 16.45 -37.03 13.82  C121 1.098
69 O 6.37 -32.59 17.23  C170 1.352, C189 1.388
70 H 13.47 -40.32 9.90  C143 1.119
71 H 6.37 -29.41 3.56  C233 1.104
72 H 14.23 -41.62 14.26  C93 1.099
73 C 3.64 -32.03 11.63  H114 1.080, H294 1.118, O296 1.431, H337 1.101
74 H 6.94 -31.45 4.61  C117 1.081
75 C 6.93 -36.29 15.93  C16 1.537, H28 1.108, N30 1.483, C208 1.511
76 C 9.56 -29.87 18.09  H62 1.110, O127 1.395, H193 1.086, H222 1.129
77 H 12.14 -38.87 18.78  N338 0.979
78 H 14.91 -36.79 12.40  C27 1.098
79 H 7.88 -35.10 10.75  C211 1.132
80 O 17.74 -33.30 8.88  C200 1.443, C315 1.415
81 H 8.98 -27.02 3.41  C298 1.120
82 C 10.51 -36.13 6.23  H38 1.106, H106 1.112, C314 1.558, N323 1.418
83 H 5.67 -30.13 13.50  C187 1.082
84 H 15.90 -39.35 19.12  C199 1.118
85 H 16.07 -36.06 17.17  C241 1.106
86 H 12.21 -40.46 12.42  N146 1.036
87 C 16.19 -39.28 15.22  C45 1.480, H115 1.104, O282 1.413, H306 1.045
88 O 18.97 -30.35 13.91  C215 1.399, C231 1.424
89 H 6.74 -32.58 14.04  C61 1.094
90 H 9.95 -38.52 14.34  C248 1.109
91 H 11.31 -31.30 14.13  C277 1.095
92 H 14.74 -38.41 7.58  C243 1.108
93 C 13.22 -41.37 13.90  H72 1.099, N146 1.469, H167 1.149, C270 1.483
94 C 13.44 -36.77 17.66  O29 1.400, H221 1.144, C260 1.503, H304 1.103
95 H 12.02 -36.78 10.09  C66 1.102
96 C 8.60 -35.61 4.84  C8 1.484, H31 1.101, H309 1.062, N323 1.441
97 C 4.70 -30.97 16.63  H135 1.090, C170 1.568, C228 1.562, N272 1.495
98 H 7.52 -28.02 13.28  N262 1.044
99 C 16.00 -36.69 7.07  C118 1.522, C243 1.574, N286 1.444, H288 1.102
100 H 12.51 -31.74 16.64  C230 1.110
101 H 10.43 -34.06 14.09  N220 1.026
102 H 11.39 -38.32 13.34  C248 1.109
103 H 5.68 -31.82 7.17  C12 1.076
104 H 5.79 -34.62 16.43  N30 1.040
105 C 6.36 -35.75 8.63  H18 1.106, H39 1.123, O49 1.415, H263 1.062
106 H 10.61 -37.15 5.81  C82 1.112
107 H 13.93 -36.28 20.14  C140 1.065
108 C 6.53 -24.60 16.37  H34 1.094, H178 1.138, O236 1.412, C305 1.550
109 H 16.56 -34.10 14.51  N26 1.006
110 H 6.88 -30.97 16.10  C170 1.109
111 H 6.29 -26.61 10.51  C261 1.077
112 H 13.98 -35.56 11.61  C27 1.103
113 O 5.95 -28.45 12.17  C187 1.429, C292 1.397
114 H 3.00 -31.52 12.33  C73 1.080
115 H 15.39 -38.53 15.32  C87 1.104
116 H 9.55 -35.91 16.95  C20 1.095
117 C 7.57 -30.59 4.80  H74 1.081, N163 1.451, H183 1.146, C233 1.470
118 C 17.24 -37.28 7.74  H60 1.105, C99 1.522, H125 1.080, O331 1.431
119 H 7.30 -26.33 19.11  C240 1.107
120 H 4.38 -32.80 15.53  C228 1.095
121 C 17.20 -37.81 13.66  H1 1.061, H68 1.098, H237 1.087, O282 1.402
122 H 5.08 -36.07 16.80  N30 1.044
123 H 10.96 -26.02 14.37  C324 1.105
124 H 9.14 -27.69 19.52  C177 1.120
125 H 17.57 -38.15 7.20  C118 1.080
126 H 5.43 -28.53 14.18  C187 1.082
127 O 9.01 -28.67 17.64  C76 1.395, C177 1.414
128 H 9.92 -32.41 20.54  C10 1.110
129 H 9.47 -35.30 12.16  N24 1.010
130 H 10.37 -31.58 7.60  C194 1.088
131 C 6.79 -28.57 9.93  N157 1.461, H164 1.108, C261 1.519, C292 1.488
132 H 8.16 -28.77 14.61  N262 1.043
133 C 8.93 -32.02 6.09  N163 1.487, C194 1.570, H285 1.070, H330 1.127
134 H 8.89 -31.00 13.50  C43 1.159
135 H 4.24 -31.45 17.49  C97 1.090
136 H 19.76 -31.85 9.15  C204 1.072
137 O 12.85 -38.59 10.88  C66 1.460, C143 1.405
138 H 17.65 -39.68 19.18  C199 1.099
139 C 10.29 -28.43 13.57  H144 1.139, O212 1.387, H213 1.105, C269 1.490
140 C 13.08 -36.92 20.09  H107 1.065, C260 1.505, H264 1.107, H310 1.075
141 C 13.38 -26.80 19.29  H15 1.109, H180 1.114, H256 1.063, O311 1.405
142 N 3.57 -30.28 7.80  H23 1.020, C195 1.423, H266 0.988
143 C 13.85 -39.53 10.60  H70 1.119, O137 1.405, C173 1.525, H225 1.103
144 H 11.34 -28.05 13.37  C139 1.139
145 H 12.25 -34.21 12.37  C247 1.095
146 N 13.09 -41.00 12.49  H86 1.036, C93 1.469, C173 1.549
147 H 3.02 -31.66 15.39  C228 1.091
148 H 13.10 -34.97 8.94  C185 1.107
149 O 11.31 -40.04 14.51  C248 1.396, C270 1.414
150 H 9.98 -27.94 10.92  C13 1.110
151 C 9.13 -38.40 11.07  H53 1.075, H175 1.087, C278 1.552, H279 1.108
152 H 15.51 -34.44 16.87  C241 1.075
153 H 15.95 -33.03 12.75  C5 1.091
154 H 9.14 -32.12 15.03  C43 1.130
155 H 13.99 -32.60 17.10  C230 1.137
156 H 9.36 -25.39 14.85  C324 1.094
157 N 6.70 -29.43 8.75  C131 1.461, H165 1.013, H205 1.024
158 H 17.75 -30.98 15.44  C215 1.064
159 H 9.68 -33.68 0.95  C51 1.099
160 H 9.62 -36.66 9.92  C278 1.068
161 H 12.58 -35.54 14.50  C234 1.128
162 H 6.85 -26.67 8.86  C261 1.112
163 N 8.23 -30.71 6.09  H46 1.055, C117 1.451, C133 1.487
164 H 7.85 -28.54 10.26  C131 1.108
165 H 7.27 -29.08 7.99  N157 1.013
166 O 8.66 -32.23 8.55  C32 1.381, C194 1.402
167 H 12.49 -42.22 14.18  C93 1.149
168 H 10.97 -33.88 20.16  C10 1.117
169 H 6.29 -30.21 11.15  C292 1.095
170 C 6.20 -31.29 16.92  O69 1.352, C97 1.568, H110 1.109, H245 1.131
171 H 6.91 -36.74 10.96  C211 1.123
172 H 6.76 -33.55 12.48  C61 1.114
173 C 14.26 -40.16 11.92  H36 1.098, C143 1.525, N146 1.549, H209 1.093
174 H 7.63 -32.32 18.79  C189 1.077
175 H 8.78 -39.01 10.24  C151 1.087
176 H 18.37 -32.84 13.23  C302 1.091
177 C 8.41 -28.00 18.73  H124 1.120, O127 1.414, C240 1.460, H303 1.059
178 H 5.63 -23.96 16.07  C108 1.138
179 N 17.81 -29.88 7.42  H218 1.017, H244 1.012, C268 1.478
180 H 14.00 -25.99 18.84  C141 1.114
181 H 9.63 -33.65 9.67  C32 1.102
182 H 7.92 -34.46 15.34  C16 1.092
183 H 8.39 -30.79 4.02  C117 1.146
184 N 6.85 -27.02 17.20  H65 1.024, C240 1.435, C305 1.442
185 C 13.20 -34.32 8.05  H42 1.129, H148 1.107, O276 1.442, H281 1.108
186 C 17.99 -38.46 9.57  H19 1.102, H48 1.088, H254 1.102, O331 1.374
187 C 5.34 -29.12 13.28  H83 1.082, O113 1.429, H126 1.082, H229 1.085
188 H 15.22 -30.00 16.79  C336 1.094
189 C 7.49 -32.98 17.94  O69 1.388, H174 1.077, H206 1.088, H280 1.099
190 H 14.36 -37.70 5.86  C243 1.100
191 H 5.34 -25.63 17.66  C305 1.090
192 H 16.86 -36.17 22.14  C312 1.092
193 H 9.91 -30.45 17.23  C76 1.086
194 C 9.57 -32.31 7.49  H130 1.088, C133 1.570, O166 1.402, H295 1.108
195 C 3.76 -31.68 8.01  C12 1.509, N142 1.423, H265 1.073, C322 1.537
196 C 17.10 -37.58 19.48  H9 1.091, O63 1.377, C199 1.550, H250 1.117
197 H 8.06 -33.69 4.00  C8 1.127
198 H 7.99 -34.30 1.04  C51 1.131
199 C 16.91 -38.96 18.82  N4 1.452, H84 1.118, H138 1.099, C196 1.550
200 C 17.01 -34.04 9.88  H6 1.069, H11 1.078, O80 1.443, H293 1.094
201 H 8.64 -23.28 16.31  C273 1.094
202 H 20.13 -30.23 8.58  C204 1.063
203 H 9.54 -28.71 3.64  C298 1.117
204 C 19.36 -30.88 8.91  H136 1.072, H202 1.063, C268 1.487, H319 1.079
205 H 7.10 -30.35 8.95  N157 1.024
206 H 7.26 -33.97 18.32  C189 1.088
207 H 8.18 -28.39 2.53  C298 1.139
208 C 6.69 -37.70 15.46  H55 1.063, C75 1.511, H289 1.066, H325 1.122
209 H 15.13 -40.82 11.86  C173 1.093
210 H 11.92 -38.10 8.99  C66 1.080
211 C 7.76 -36.19 10.47  O49 1.419, H79 1.132, H171 1.123, C278 1.545
212 O 9.85 -29.29 12.58  C13 1.448, C139 1.387
213 H 10.37 -28.88 14.58  C139 1.105
214 H 15.80 -35.55 5.26  N286 1.009
215 C 18.42 -31.36 14.71  O88 1.399, H158 1.064, H251 1.083, C302 1.549
216 H 10.91 -31.96 12.50  C277 1.118
217 H 5.32 -29.00 16.73  N272 1.001
218 H 17.44 -29.33 8.20  N179 1.017
219 H 12.45 -35.53 5.61  C314 1.121
220 N 11.24 -33.44 14.07  H101 1.026, C247 1.442, C277 1.477
221 H 14.16 -37.60 17.97  C94 1.144
222 H 8.77 -30.44 18.64  C76 1.129
223 H 3.76 -29.14 17.08  N272 0.993
224 O 8.56 -32.98 13.19  C43 1.425, C61 1.394
225 H 14.75 -39.10 10.13  C143 1.103
226 H 17.64 -38.26 17.00  N4 1.015
227 O 9.20 -36.04 15.00  C16 1.414, C20 1.421
228 C 4.11 -31.74 15.41  H2 1.059, C97 1.562, H120 1.095, H147 1.091
229 H 4.27 -29.21 13.10  C187 1.085
230 C 13.16 -31.95 17.52  C40 1.493, H100 1.110, H155 1.137, N308 1.478
231 C 20.27 -30.51 13.34  O88 1.424, H259 1.120, H275 1.089, H307 1.100
232 H 13.56 -29.54 16.51  C336 1.104
233 C 6.87 -29.33 4.54  O58 1.420, H71 1.104, C117 1.470, H321 1.080
234 C 13.27 -34.69 14.21  O22 1.376, H161 1.128, C247 1.487, H317 1.093
235 H 8.52 -32.63 10.54  C32 1.082
236 O 7.13 -23.98 17.48  C108 1.412, C273 1.418
237 H 16.83 -38.40 12.82  C121 1.087
238 H 5.10 -31.55 9.66  C322 1.049
239 H 8.44 -22.42 17.91  C273 1.121
240 C 7.81 -26.77 18.23  H119 1.107, C177 1.460, N184 1.435, H335 1.108
241 C 15.20 -35.47 16.84  O29 1.392, H57 1.090, H85 1.106, H152 1.075
242 H 4.55 -33.16 9.43  C322 1.105
243 C 15.09 -37.90 6.65  H59 1.122, H92 1.108, C99 1.574, H190 1.100
244 H 17.12 -29.94 6.69  N179 1.012
245 H 6.45 -30.65 17.82  C170 1.131
246 H 15.54 -40.24 17.02  C45 1.094
247 C 12.45 -33.78 13.36  H145 1.095, N220 1.442, C234 1.487, H252 1.058
248 C 11.05 -38.69 14.32  H90 1.109, H102 1.109, O149 1.396, H287 1.097
249 H 11.35 -28.92 11.22  C13 1.075
250 H 16.22 -36.91 19.31  C196 1.117
251 H 19.25 -31.89 15.17  C215 1.083
252 H 12.97 -32.88 13.19  C247 1.058
253 H 9.64 -36.78 12.87  N24 1.017
254 H 18.95 -37.92 9.53  C186 1.102
255 H 11.74 -36.06 18.66  C260 1.064
256 H 12.34 -26.59 19.31  C141 1.063
257 H 9.13 -26.79 12.85  C269 1.091
258 H 16.84 -31.52 9.40  C315 1.115
259 H 20.39 -29.63 12.66  C231 1.120
260 C 12.41 -36.88 18.74  C94 1.503, C140 1.505, H255 1.064, N338 1.500
261 C 6.22 -27.20 9.61  H21 1.076, H111 1.077, C131 1.519, H162 1.112
262 N 8.03 -27.84 14.17  H98 1.044, H132 1.043, C269 1.461
263 H 6.31 -36.02 7.61  C105 1.062
264 H 12.42 -36.70 20.95  C140 1.107
265 H 2.76 -32.05 7.94  C195 1.073
266 H 4.35 -29.68 7.87  N142 0.988
267 H 10.05 -26.82 15.68  C324 1.058
268 C 18.26 -31.18 7.96  H35 1.098, N179 1.478, C204 1.487, C315 1.476
269 C 9.33 -27.30 13.79  C139 1.490, H257 1.091, N262 1.461, C324 1.526
270 C 12.69 -40.27 14.74  H25 1.112, C93 1.483, O149 1.414, H333 1.097
271 H 17.02 -35.10 6.28  N286 1.026
272 N 4.49 -29.50 16.49  C97 1.495, H217 1.001, H223 0.993
273 C 7.92 -22.89 17.03  H56 1.102, H201 1.094, O236 1.418, H239 1.121
274 H 15.62 -31.42 13.70  C5 1.112
275 H 20.99 -30.52 14.16  C231 1.089
276 O 12.01 -34.39 7.23  C185 1.442, C314 1.420
277 C 10.80 -32.11 13.60  C43 1.541, H91 1.095, H216 1.118, N220 1.477
278 C 9.10 -36.87 10.84  N24 1.513, C151 1.552, H160 1.068, C211 1.545
279 H 10.16 -38.67 11.38  C151 1.108
280 H 8.42 -33.01 17.36  C189 1.099
281 H 13.22 -33.28 8.43  C185 1.108
282 O 17.38 -38.67 14.76  C87 1.413, C121 1.402
283 H 10.49 -34.68 4.84  N323 1.025
284 H 11.58 -32.36 21.04  C10 1.142
285 H 8.18 -32.73 5.81  C133 1.070
286 N 16.46 -35.89 5.95  C99 1.444, H214 1.009, H271 1.026
287 H 11.44 -38.12 15.17  C248 1.097
288 H 15.52 -36.08 7.85  C99 1.102
289 H 6.20 -37.73 14.51  C208 1.066
290 H 4.45 -31.91 5.98  C12 1.105
291 H 16.33 -32.09 7.78  C315 1.119
292 C 5.93 -29.18 10.98  O113 1.397, C131 1.488, H169 1.095, H332 1.088
293 H 17.45 -35.04 9.84  C200 1.094
294 H 3.60 -33.10 11.92  C73 1.118
295 H 10.09 -33.29 7.46  C194 1.108
296 O 3.17 -31.85 10.29  C73 1.431, C322 1.417
297 H 13.17 -33.25 19.26  C40 1.125
298 C 8.62 -28.08 3.54  O58 1.391, H81 1.120, H203 1.117, H207 1.139
299 H 10.14 -32.00 9.89  C32 1.096
300 C 14.62 -28.46 18.08  H44 1.128, O311 1.405, H334 1.075, C336 1.532
301 H 13.19 -36.65 12.86  C27 1.100
302 C 17.64 -32.43 13.92  C5 1.561, N26 1.469, H176 1.091, C215 1.549
303 H 7.60 -28.52 19.19  C177 1.059
304 H 13.08 -37.01 16.64  C94 1.103
305 C 5.95 -25.96 16.82  H3 1.084, C108 1.550, N184 1.442, H191 1.090
306 H 15.92 -40.06 14.58  C87 1.045
307 H 20.34 -31.47 12.81  C231 1.100
308 N 13.75 -30.77 18.18  H33 0.980, C230 1.478, C336 1.453
309 H 7.79 -35.63 5.53  C96 1.062
310 H 13.44 -37.93 20.23  C140 1.075
311 O 13.37 -27.94 18.47  C141 1.405, C300 1.405
312 C 17.67 -36.60 21.54  H7 1.070, O63 1.392, H192 1.092, H318 1.071
313 H 7.56 -35.62 14.02  C16 1.065
314 C 11.95 -35.66 6.60  C82 1.558, H219 1.121, O276 1.420, H327 1.094
315 C 17.20 -32.05 8.49  O80 1.415, H258 1.115, C268 1.476, H291 1.119
316 O 9.29 -34.78 2.71  C8 1.423, C51 1.446
317 H 13.61 -34.28 15.16  C234 1.093
318 H 18.47 -36.84 22.20  C312 1.071
319 H 18.92 -30.51 9.83  C204 1.079
320 H 8.47 -33.02 2.07  C51 1.065
321 H 6.10 -29.15 5.28  C233 1.080
322 C 4.25 -32.10 9.41  C195 1.537, H238 1.049, H242 1.105, O296 1.417
323 N 9.82 -35.16 5.45  C82 1.418, C96 1.441, H283 1.025
324 C 9.96 -26.31 14.76  H123 1.105, H156 1.094, H267 1.058, C269 1.526
325 H 7.76 -38.05 15.38  C208 1.122
326 H 11.01 -36.04 15.90  C20 1.100
327 H 12.46 -36.45 7.17  C314 1.094
328 H 11.11 -38.11 17.75  N338 0.990
329 H 16.48 -31.44 12.26  C5 1.112
330 H 9.80 -32.08 5.37  C133 1.127
331 O 16.99 -37.64 9.10  C118 1.431, C186 1.374
332 H 4.93 -29.10 10.56  C292 1.088
333 H 12.82 -40.56 15.79  C270 1.097
334 H 15.23 -28.68 18.94  C300 1.075
335 H 8.57 -26.04 17.87  C240 1.108
336 C 14.29 -29.74 17.31  H188 1.094, H232 1.104, C300 1.532, N308 1.453
337 H 4.69 -31.72 11.78  C73 1.101
338 N 11.55 -38.10 18.63  H77 0.979, C260 1.500, H328 0.990

* F_max: 3.30 eV/Å
* LUMO level: 0.007 Ha
* total charge: 0

Atomic partial charges in e from the Löwdin method, atoms 1 to 99: 0.085, 0.014, 0.106, -0.079, -0.054, 0.062, 0.077, -0.251, 0.118, -0.110, 0.075, -0.056, -0.061, 0.088, 0.096, -0.185, -0.223, 0.071, 0.079, -0.093, 0.077, -0.204, 0.076, 0.088, 0.109, 0.032, -0.086, 0.128, -0.181, 0.041, 0.127, -0.118, 0.075, 0.098, 0.145, 0.082, 0.081, 0.114, 0.101, -0.216, 0.126, 0.080, -0.194, 0.136, -0.231, 0.139, 0.144, 0.089, -0.199, 0.057, -0.096, 0.067, 0.063, 0.099, 0.067, 0.087, 0.070, -0.186, 0.084, 0.128, -0.116, 0.091, -0.167, 0.075, 0.077, -0.080, 0.076, 0.073, -0.206, 0.137, 0.129, 0.112, -0.105, 0.107, -0.442, -0.124, 0.040, 0.070, 0.115, -0.196, 0.095, -0.219, 0.052, 0.121, 0.078, 0.095, -0.243, -0.202, 0.080, 0.082, 0.110, 0.066, -0.216, -0.220, 0.078, -0.200, -0.349, 0.060, -0.446